DFT (wB97M-V/def2-TZVPD) results for an isolated ion of composition H2NO and charge -1 at a distorted geometry.

Each line ends with the natural charge from an NBO analysis.
Cartesian coordinates (Å):
N1 0.02 -0.28 -0.07  -0.591
O1 -1.31 0.20 0.01  -0.857
H1 0.52 -0.12 0.87  0.245
H2 0.77 0.20 -0.80  0.202

- gap between HOMO and LUMO (eV) = 6.69
- charge = -1
- electronic energy (a.u.) = -131.09023
- max |F| (Eh/bohr) = 0.0586
- highest occupied orbital energy (eV) = -0.7
- ΔE to the lowest compared entry with this formula, charge and spin (kcal/mol) = 5.3

---

DFT (wB97M-V/def2-TZVPD) results for an isolated ion of composition C7H10N3O and charge +1 at a distorted geometry.

Each line ends with the natural charge from an NBO analysis.
Cartesian coordinates (Å):
C1 2.05 -2.21 1.06  -0.636
C2 1.70 -0.99 0.30  -0.096
C3 2.52 -0.05 -0.31  0.042
N1 1.77 0.94 -0.84  -0.298
N2 0.49 0.65 -0.59  -0.146
C4 0.42 -0.48 0.08  0.138
C5 -1.38 -0.62 0.51  0.776
O1 -1.88 -1.49 1.12  -0.486
N3 -1.74 0.52 -0.06  -0.437
C6 -3.11 1.02 -0.10  -0.422
C7 -0.76 1.35 -0.76  -0.021
H1 1.68 -3.10 0.55  0.249
H2 3.12 -2.29 1.19  0.238
H3 1.56 -2.18 2.04  0.248
H4 3.59 -0.04 -0.39  0.256
H5 2.09 1.75 -1.35  0.450
H6 -3.73 0.43 0.56  0.256
H7 -3.51 0.96 -1.12  0.219
H8 -3.13 2.06 0.22  0.218
H9 -0.72 2.35 -0.31  0.225
H10 -1.03 1.44 -1.82  0.226

- gap between HOMO and LUMO (eV) = 10.54
- charge = +1
- electronic energy (a.u.) = -511.95928
- max |F| (Eh/bohr) = 0.0837
- highest occupied orbital energy (eV) = -14.0
- ΔE to the lowest compared entry with this formula, charge and spin (kcal/mol) = 42.2

---

DFT (wB97M-V/def2-TZVPD) results for C25H29N13SeTi as an isolated structure.

Each line ends with the natural charge from an NBO analysis.
Cartesian coordinates (Å):
Ti1 -1.86 -0.22 0.84  1.772
N1 2.15 0.21 2.33  -0.877
C1 1.44 0.97 3.34  -0.231
C2 -0.06 0.71 3.26  -0.213
N2 -0.64 1.20 1.98  -0.929
H1 2.78 -0.49 2.68  0.358
H2 2.59 0.81 1.63  0.402
H3 1.63 2.04 3.21  0.196
H4 1.78 0.70 4.35  0.171
H5 -0.58 1.20 4.09  0.180
H6 -0.23 -0.36 3.34  0.216
H7 0.09 1.66 1.41  0.431
H8 -1.31 1.95 2.16  0.416
N3 -3.64 1.04 -1.99  -0.589
C3 -3.23 -0.28 -2.01  0.459
N4 -3.51 -1.08 -3.01  -0.408
N5 -2.96 -2.27 -2.65  -0.101
N6 -2.39 -2.18 -1.52  -0.072
N7 -2.53 -0.90 -1.05  -0.533
C4 -3.58 1.85 -0.89  0.470
N8 -4.16 3.03 -0.82  -0.398
N9 -3.82 3.49 0.41  -0.091
N10 -3.08 2.65 1.02  -0.130
N11 -2.90 1.56 0.22  -0.548
H9 -4.25 1.32 -2.73  0.418
C5 2.54 -2.84 -1.17  -0.251
C6 1.96 -3.78 -0.33  -0.220
C7 0.88 -3.45 0.47  -0.237
C8 0.37 -2.15 0.45  0.148
C9 0.97 -1.20 -0.38  -0.147
C10 2.04 -1.54 -1.19  -0.217
N12 -0.74 -1.77 1.21  -0.529
N13 -1.05 -2.60 2.25  -0.411
C11 -2.19 -2.21 2.80  0.214
C12 -2.75 -2.92 3.91  -0.246
C13 -3.93 -2.53 4.46  -0.229
C14 -4.65 -1.41 3.95  -0.317
C15 -4.13 -0.71 2.89  -0.159
C16 -2.91 -1.07 2.28  -0.634
H10 3.39 -3.10 -1.79  0.190
H11 2.35 -4.79 -0.31  0.188
H12 0.41 -4.18 1.12  0.231
H13 0.64 -0.17 -0.36  0.192
H14 2.49 -0.78 -1.81  0.224
H15 -2.20 -3.77 4.30  0.197
H16 -4.34 -3.08 5.30  0.184
H17 -5.59 -1.12 4.41  0.187
H18 -4.68 0.15 2.51  0.200
C17 2.89 0.18 -5.19  -0.620
C18 2.72 0.90 -3.87  -0.052
C19 3.81 1.18 -3.05  -0.262
C20 3.66 1.80 -1.81  0.034
C21 4.88 2.05 -0.97  -0.646
C22 2.38 2.18 -1.36  -0.190
Se1 2.16 3.07 0.32  -0.551
C23 1.28 1.90 -2.19  -0.055
C24 -0.12 2.30 -1.79  -0.620
C25 1.46 1.27 -3.41  -0.225
H19 3.95 0.02 -5.41  0.196
H20 2.45 0.75 -6.01  0.200
H21 2.40 -0.79 -5.17  0.213
H22 4.80 0.89 -3.38  0.181
H23 5.78 1.70 -1.49  0.181
H24 4.79 1.55 -0.01  0.223
H25 4.98 3.11 -0.74  0.224
H26 -0.31 2.09 -0.74  0.215
H27 -0.86 1.78 -2.41  0.205
H28 -0.25 3.38 -1.89  0.226
H29 0.59 1.05 -4.02  0.197

- gap between HOMO and LUMO (alpha / beta) (eV) = 5.90 / 5.90
- charge = -2
- electronic energy (a.u.) = -4932.88657
- max |F| (Eh/bohr) = 0.0045
- highest occupied orbital energy (alpha / beta) (eV) = -1.3 / -1.3
- ΔE to the lowest compared entry with this formula, charge and spin (kcal/mol) = 20.1

---

no.,molecular weight (u)
1,32.02
2,152.18
3,638.43